# 1
Computed, not measured: a 11-piece molecular cluster, C37H64N2O9 overall in a non-equilibrium geometry, with ωB97M-V/def2-TZVPD.

Summary:
- Multiplicity: 1
- F_max: 1.73 eV/Å
- Net charge: 0
- Frontier orbital gap: 9.345 eV

Each line ends with the Löwdin charge.
Element x y z (Å)
O  4.14  1.78  -5.08  0.07
H  -0.22  4.57  -2.82  0.08
H  0.48  5.89  3.44  0.09
C  -1.86  -4.48  3.87  -0.06
C  -2.31  2.68  -3.17  0.00
H  -0.35  4.58  -4.59  0.09
H  -1.35  -3.60  -0.19  0.08
H  5.31  0.40  0.18  0.10
H  -2.29  -3.72  4.51  0.11
H  -3.88  -0.31  -0.51  0.07
H  -6.87  0.64  0.61  0.09
H  -4.13  -2.88  -4.62  0.05
C  0.92  4.90  3.34  -0.02
H  -2.64  -0.86  -3.22  0.06
C  0.82  1.14  6.46  -0.02
C  -0.10  3.97  -3.73  0.00
H  -5.46  -1.80  -5.08  0.09
C  -0.84  -6.46  2.37  -0.19
C  -6.89  0.35  -0.44  -0.02
H  -1.89  -1.92  -4.30  0.08
H  1.85  0.77  -0.21  0.08
O  -0.57  -0.68  5.88  0.07
H  -1.52  -5.33  -0.28  0.07
H  -2.52  3.50  -2.50  0.09
C  2.95  1.75  -3.06  -0.03
H  -2.98  -4.25  -0.33  0.09
H  5.03  -0.55  -2.09  0.11
C  3.26  1.26  -4.45  -0.50
H  -0.50  -7.30  1.76  0.11
H  -2.18  0.62  0.28  0.07
C  4.37  2.21  4.04  -0.48
H  -6.94  -0.74  -0.50  0.07
C  2.87  -1.81  0.73  -0.08
C  -1.95  -4.40  -0.65  -0.01
H  2.92  -0.27  -5.89  0.08
H  5.94  3.24  3.05  0.09
H  -0.63  -4.74  -3.85  0.08
O  -0.49  3.37  2.20  0.07
C  0.69  4.91  0.83  -0.02
H  1.39  0.57  3.86  0.06
H  0.89  5.98  0.94  0.08
C  0.15  0.20  5.50  -0.51
O  -2.83  -4.19  -2.83  0.06
H  5.24  1.90  2.08  0.06
N  3.51  -1.84  -1.56  0.07
H  -2.88  2.70  -4.10  0.10
H  4.74  3.59  5.70  0.09
H  1.39  0.49  -5.22  0.08
C  -4.53  -0.15  -1.37  -0.01
H  -3.93  0.26  -2.17  0.04
C  4.59  -0.38  -0.01  -0.07
H  1.10  2.10  0.66  0.05
C  5.54  2.23  3.07  -0.01
C  -0.21  -5.25  2.34  -0.09
H  -0.08  4.80  0.06  0.08
H  -0.11  -0.28  3.44  0.07
C  -2.37  -5.76  3.85  -0.16
O  -3.56  -0.04  -6.09  0.07
H  6.31  1.55  3.46  0.09
C  1.22  1.03  0.66  0.01
H  5.50  1.97  5.87  0.09
C  -3.53  -0.91  -5.26  -0.50
H  -7.78  0.77  -0.91  0.08
H  -0.28  -3.26  3.04  0.10
C  4.39  -0.91  -1.28  -0.18
C  -4.45  -2.12  -5.33  -0.01
H  -1.71  -0.13  -4.47  0.06
C  0.30  4.28  2.12  -0.51
H  3.80  1.60  -2.39  0.07
H  -0.13  1.47  3.76  0.08
H  -4.43  -2.50  -6.35  0.09
H  0.70  -5.09  1.77  0.10
C  2.71  -2.25  -0.57  -0.13
H  1.69  0.59  1.53  0.05
C  -1.27  0.98  -0.16  0.01
H  -0.10  -5.56  -2.37  0.09
H  -1.26  0.88  -1.25  0.06
H  -4.94  -1.09  -1.75  0.09
C  -2.40  -0.96  -4.28  -0.02
H  0.96  3.73  -3.77  0.06
H  2.01  5.01  3.32  0.08
H  -2.36  1.73  -2.66  0.03
C  4.64  2.52  5.48  -0.01
O  -0.25  1.62  -3.66  0.05
H  0.32  1.07  7.43  0.08
C  -0.73  -4.24  3.12  -0.08
H  3.78  2.18  6.05  0.06
C  -0.52  -4.63  -2.78  -0.02
O  -0.22  -0.85  0.88  0.03
H  2.23  -0.62  -4.30  0.08
C  2.42  0.17  -5.03  -0.02
H  2.25  -2.22  1.52  0.10
C  -5.67  0.82  -1.19  -0.50
H  3.89  -0.43  2.01  0.10
H  2.11  1.27  -2.56  0.06
O  -5.65  1.89  -1.73  0.08
H  0.17  -3.81  -2.55  0.08
N  -1.91  -6.72  3.09  0.06
H  -3.24  -5.98  4.47  0.10
C  0.31  0.52  4.05  -0.02
H  2.70  2.81  -3.08  0.07
H  0.71  4.28  4.22  0.07
H  1.60  4.44  0.45  0.09
O  3.24  1.97  3.67  0.05
C  -0.84  2.67  -3.58  -0.47
C  -1.86  -4.36  -2.15  -0.51
H  -1.09  2.04  0.02  0.07
H  2.04  -3.04  -0.88  0.10
C  3.81  -0.85  1.01  -0.11
H  1.86  0.86  6.65  0.08
H  0.80  2.14  6.04  0.07
C  -0.09  0.30  0.50  -0.45



# 2
Computed, not measured: a 4-piece molecular cluster, C3H14NO4 overall in a non-equilibrium geometry, with ωB97M-V/def2-TZVPD.

Summary:
- Multiplicity: 1
- F_max: 2.32 eV/Å
- Net charge: +1
- Frontier orbital gap: 11.178 eV

Each line ends with the Löwdin charge.
Element x y z (Å)
H  -1.31  1.40  -3.47  0.05
H  1.91  -2.32  1.62  0.13
O  0.70  2.15  -0.34  -0.05
H  0.63  -2.28  0.27  0.13
O  -1.60  1.50  -2.56  -0.06
H  -2.52  1.62  -2.78  0.03
H  1.30  1.60  -0.85  0.04
H  0.78  3.08  -0.56  0.08
H  -3.62  0.21  -0.16  0.06
H  0.45  -0.98  2.52  0.13
H  -3.50  -1.21  0.28  0.03
C  1.38  -1.75  0.86  -0.11
C  0.79  -0.53  1.61  -0.14
O  -3.20  -0.37  0.49  -0.01
H  3.19  -2.01  -0.45  0.14
H  -1.23  -0.20  0.91  0.12
H  -0.16  0.04  -0.18  0.14
N  -0.26  0.14  0.83  0.16
O  2.40  -0.16  -0.60  0.06
H  1.59  0.18  1.78  0.14
C  2.42  -1.28  -0.15  -0.20
H  -0.15  1.17  0.91  0.14



# 3
Computed, not measured: a 2-piece molecular cluster, C27H25F6OSi overall in a non-equilibrium geometry, with ωB97M-V/def2-TZVPD.

Summary:
- Multiplicity: 1
- F_max: 2.33 eV/Å
- Net charge: +1
- Frontier orbital gap: 4.208 eV

Each line ends with the Löwdin charge.
Element x y z (Å)
H  -1.08  0.71  3.62  0.13
F  5.90  -2.84  0.41  0.14
H  -1.56  -0.42  -2.87  0.13
C  -4.47  -4.02  -3.14  -0.51
H  -2.72  2.25  0.13  0.05
C  1.20  -3.23  -0.35  0.05
F  5.17  -4.51  -0.83  0.14
H  4.39  -1.05  0.08  0.14
F  -5.13  -4.89  -2.31  0.13
F  -3.91  -4.77  -4.14  0.13
C  -1.32  -1.81  -1.21  -0.18
C  0.51  2.18  3.50  -0.16
H  -1.96  0.76  -0.42  0.01
H  0.56  1.56  -2.80  0.03
H  2.04  5.75  3.42  0.11
C  -2.97  -2.04  -3.00  0.03
H  -3.41  -1.68  -3.93  0.14
H  -1.69  4.99  -1.14  0.05
C  0.57  1.82  1.23  -0.28
C  -0.05  0.80  3.25  -0.11
F  -5.42  -3.22  -3.71  0.13
H  2.49  -4.90  0.03  0.14
O  0.65  2.17  -0.07  -0.14
C  4.86  -3.72  0.25  -0.51
C  -0.83  4.59  -0.58  -0.15
Si  -0.61  2.81  -1.03  0.44
H  1.20  4.79  5.56  0.11
C  1.53  4.02  2.25  -0.02
F  4.85  -4.53  1.35  0.14
H  0.25  2.48  5.62  0.12
H  -3.27  -4.59  -0.77  0.14
H  0.33  -3.87  -0.52  0.12
H  -2.78  1.81  -1.59  0.05
C  -2.15  1.80  -0.69  -0.14
H  -0.73  2.59  -3.49  0.04
C  2.41  -3.82  -0.07  0.03
H  2.23  0.03  -0.44  0.13
C  0.59  2.92  4.68  -0.02
C  -1.87  -2.97  -0.61  0.00
C  0.04  0.67  1.77  -0.02
C  1.08  -1.82  -0.45  -0.16
C  1.14  4.21  4.64  -0.07
H  -0.08  -0.07  -0.84  0.09
C  3.55  -3.03  0.06  -0.06
H  0.06  5.17  -0.84  0.05
C  3.49  -1.64  -0.04  0.05
C  1.61  4.75  3.43  -0.07
C  -0.15  -1.15  -0.71  0.11
C  2.28  -1.05  -0.32  0.06
H  0.82  3.31  -2.96  0.05
H  1.90  4.39  1.29  0.11
C  -3.42  -3.21  -2.42  -0.08
C  -1.94  -1.33  -2.40  0.03
C  -2.89  -3.68  -1.22  0.03
H  -1.47  -3.32  0.35  0.13
H  0.54  0.02  3.76  0.13
H  -1.02  4.71  0.50  0.05
H  -0.34  -0.17  1.22  0.07
C  0.95  2.75  2.30  -0.13
C  0.07  2.54  -2.73  -0.15



# 4
Computed, not measured: one molecule with the formula C9H10N2O2 in a non-equilibrium geometry, with ωB97M-V/def2-TZVPD.

Summary:
- Multiplicity: 1
- F_max: 4.63 eV/Å
- Net charge: 0
- Frontier orbital gap (spin up / spin down): 8.609 / 6.596 eV

Each line ends with the Löwdin charge.
Element x y z (Å)
N  -2.06  -2.04  -0.18  0.06
H  -3.74  0.37  -0.96  0.07
H  1.30  0.25  1.99  0.12
H  4.08  0.90  0.11  0.09
C  -2.92  0.12  -0.39  0.02
C  0.98  0.31  0.96  -0.03
O  0.32  0.16  -1.78  0.02
O  -1.52  -1.92  1.05  -0.05
H  -2.03  -1.10  -2.06  0.15
H  -3.26  0.92  1.57  0.09
H  3.45  -0.72  -0.30  0.05
H  -1.39  -0.43  2.37  0.11
C  -1.39  -0.44  1.35  -0.16
H  2.24  0.62  -2.05  0.14
C  -0.25  -0.02  0.49  -0.20
H  3.34  -0.18  1.31  0.12
C  1.43  0.99  -1.34  -0.13
C  3.24  0.16  0.18  -0.08
C  -0.50  -0.18  -0.78  -0.19
N  1.91  0.69  0.00  -0.17
C  -1.89  -0.92  -0.98  -0.24
C  -2.68  0.31  0.92  0.01
H  1.35  2.15  -1.50  0.16



# 5
Computed, not measured: C17H22AsCoN3O8PS3Se as an isolated structure in a non-equilibrium geometry, with ωB97M-V/def2-TZVPD.

Summary:
- Multiplicity: 1
- F_max: 1.16 eV/Å
- Net charge: 0
- Frontier orbital gap (spin up / spin down): 7.007 / 6.922 eV

Each line ends with the Löwdin charge.
Element x y z (Å)
C  1.51  -1.78  -5.27  -0.01
C  0.17  -1.43  5.11  -0.04
H  -3.85  2.67  0.23  0.12
Co  -0.54  -0.60  -0.88  0.29
H  1.68  0.80  -7.44  0.11
N  -2.43  -0.31  -0.43  0.06
O  2.41  1.18  1.97  -0.30
H  0.78  -2.16  4.56  0.08
H  2.24  -1.62  -7.27  0.11
As  -0.04  1.52  -2.95  0.92
Se  -5.14  -2.63  -1.86  1.18
N  -5.83  -1.06  -1.44  -0.22
C  3.51  -1.03  2.29  -0.08
H  0.97  3.53  -2.78  0.05
H  -0.61  1.15  5.69  0.09
C  -4.97  1.02  -0.54  0.03
C  -0.35  -0.36  4.18  -0.48
H  3.89  1.99  3.94  0.09
O  0.82  0.27  3.59  -0.33
H  3.32  -1.32  1.26  0.06
C  1.49  0.26  -6.53  -0.07
S  -0.15  2.49  1.82  0.37
O  0.70  -1.92  -3.07  -0.27
H  0.72  1.97  -5.52  0.11
C  -1.19  0.68  4.89  -0.05
C  -2.61  0.94  -0.06  -0.08
H  1.72  -2.83  -5.17  0.12
C  0.95  0.91  -5.44  -0.09
C  0.69  0.25  -4.23  -0.18
P  0.87  0.89  2.12  -0.04
H  -5.93  1.51  -0.61  0.13
O  -0.69  -2.56  -1.24  -0.48
H  -2.07  0.21  5.33  0.09
H  -1.74  1.47  0.30  0.00
C  -3.55  -0.99  -0.90  -0.41
O  0.03  1.07  -1.28  -0.50
H  -1.52  1.46  4.21  0.04
C  -4.84  -0.34  -0.95  -0.38
C  1.79  -1.09  -6.44  -0.07
O  -1.43  2.25  -3.35  -0.44
C  3.59  0.47  2.45  -0.42
S  -0.92  -2.27  -2.70  0.90
H  4.46  -1.46  2.60  0.09
H  4.86  0.53  4.17  0.09
C  0.95  -1.12  -4.18  -0.32
H  0.78  -0.99  5.89  0.09
H  3.13  0.51  4.56  0.07
H  4.37  0.85  1.79  0.14
C  3.88  0.90  3.87  -0.04
O  -1.41  -0.85  -2.73  -0.49
N  -3.51  -2.22  -1.34  -0.24
S  0.45  -0.83  1.00  0.58
H  -0.66  -1.96  5.57  0.09
H  -0.93  -0.82  3.37  0.10
O  1.31  2.65  -3.00  -0.23
C  -3.86  1.63  -0.09  0.00
H  2.72  -1.46  2.92  0.06



# 6
Computed, not measured: one molecule with the formula C5H12NO3PS in a non-equilibrium geometry, with ωB97M-V/def2-TZVPD.

Summary:
- Multiplicity: 1
- F_max: 3.10 eV/Å
- Net charge: 0
- Frontier orbital gap: 9.307 eV

Each line ends with the Löwdin charge.
Element x y z (Å)
H  -1.41  -0.64  1.33  0.14
N  0.61  3.79  -0.83  -0.33
H  -0.72  -2.80  -0.70  0.09
C  0.30  0.93  -1.00  -0.46
H  -0.17  4.41  -1.00  -0.06
H  -1.79  0.47  -0.76  0.11
O  3.45  -0.63  0.31  -0.39
C  -1.38  -2.41  0.10  -0.07
C  -0.77  -1.01  0.50  -0.33
P  0.08  2.52  0.02  0.75
C  -0.84  -0.11  -0.76  -0.16
H  0.14  1.29  -2.03  0.12
H  0.70  2.43  1.29  0.00
O  1.34  -0.21  1.61  -0.33
H  -1.32  2.67  0.20  0.02
H  -1.29  -3.12  0.94  0.08
C  0.64  -1.34  1.05  -0.24
H  1.21  -1.89  0.29  0.12
S  2.40  0.40  0.46  0.95
H  -0.90  -0.79  -1.64  0.12
H  -2.41  -2.32  -0.28  0.08
O  1.63  0.39  -1.01  -0.33
H  0.49  -2.04  1.89  0.13



Please write out number 2 again, unchanged.
Computed, not measured: a 4-piece molecular cluster, C3H14NO4 overall in a non-equilibrium geometry, with ωB97M-V/def2-TZVPD.

Summary:
- Multiplicity: 1
- F_max: 2.32 eV/Å
- Net charge: +1
- Frontier orbital gap: 11.178 eV

Each line ends with the Löwdin charge.
Element x y z (Å)
H  -1.31  1.40  -3.47  0.05
H  1.91  -2.32  1.62  0.13
O  0.70  2.15  -0.34  -0.05
H  0.63  -2.28  0.27  0.13
O  -1.60  1.50  -2.56  -0.06
H  -2.52  1.62  -2.78  0.03
H  1.30  1.60  -0.85  0.04
H  0.78  3.08  -0.56  0.08
H  -3.62  0.21  -0.16  0.06
H  0.45  -0.98  2.52  0.13
H  -3.50  -1.21  0.28  0.03
C  1.38  -1.75  0.86  -0.11
C  0.79  -0.53  1.61  -0.14
O  -3.20  -0.37  0.49  -0.01
H  3.19  -2.01  -0.45  0.14
H  -1.23  -0.20  0.91  0.12
H  -0.16  0.04  -0.18  0.14
N  -0.26  0.14  0.83  0.16
O  2.40  -0.16  -0.60  0.06
H  1.59  0.18  1.78  0.14
C  2.42  -1.28  -0.15  -0.20
H  -0.15  1.17  0.91  0.14



Among the records above, which one has the highest F_max? C9H10N2O2



What did the sixth record say?
Computed, not measured: one molecule with the formula C5H12NO3PS in a non-equilibrium geometry, with ωB97M-V/def2-TZVPD.

Summary:
- Multiplicity: 1
- F_max: 3.10 eV/Å
- Net charge: 0
- Frontier orbital gap: 9.307 eV

Each line ends with the Löwdin charge.
Element x y z (Å)
H  -1.41  -0.64  1.33  0.14
N  0.61  3.79  -0.83  -0.33
H  -0.72  -2.80  -0.70  0.09
C  0.30  0.93  -1.00  -0.46
H  -0.17  4.41  -1.00  -0.06
H  -1.79  0.47  -0.76  0.11
O  3.45  -0.63  0.31  -0.39
C  -1.38  -2.41  0.10  -0.07
C  -0.77  -1.01  0.50  -0.33
P  0.08  2.52  0.02  0.75
C  -0.84  -0.11  -0.76  -0.16
H  0.14  1.29  -2.03  0.12
H  0.70  2.43  1.29  0.00
O  1.34  -0.21  1.61  -0.33
H  -1.32  2.67  0.20  0.02
H  -1.29  -3.12  0.94  0.08
C  0.64  -1.34  1.05  -0.24
H  1.21  -1.89  0.29  0.12
S  2.40  0.40  0.46  0.95
H  -0.90  -0.79  -1.64  0.12
H  -2.41  -2.32  -0.28  0.08
O  1.63  0.39  -1.01  -0.33
H  0.49  -2.04  1.89  0.13